(1)
Below is 2 unconnected molecules or ions with the total composition HO2S, with properties calculated with ωB97M-V with the def2-TZVPD basis set.

LUMO level (alpha / beta)   3.745 / 3.280 eV
HOMO energy (alpha / beta)   -3.201 / -2.633 eV
Net charge   -1
Relative energy (zero: lowest compared OMol25 entry of this formula, charge and spin)   229.1 kJ/mol
Total energy   -549.19033 a.u.

Last column: natural (NBO) charge in e.
Positions of all 4 atoms, in Å:
1 S -0.767119 -0.919382 2.483714  0.40
2 O 0.629612 0.002249 0.070275  -0.97
3 H 0.655760 -0.888518 0.568022  0.41
4 O -1.154515 -2.392272 2.273448  -0.84

Cartesian forces, eV/Å:
-0.1 -0.6 -0.4
-0.3 -2.1 1.6
0.1 1.9 -1.3
0.2 0.8 0.1

***

(2)
Below is 2 unconnected molecules or ions with the total composition HO5P, with properties calculated with ωB97M-V with the def2-TZVPD basis set.

LUMO level   7.495 eV
HOMO energy   0.771 eV
Net charge   -2
Relative energy (zero: lowest compared OMol25 entry of this formula, charge and spin)   81.9 kJ/mol
Total energy   -718.11367 a.u.

Last column: natural (NBO) charge in e.
Positions of all 7 atoms, in Å:
1 O 0.931454 -1.183354 0.839594  -1.22
2 P 1.845396 -0.749127 -0.257308  2.46
3 H -0.344425 0.605997 0.595127  0.45
4 O 2.056029 -1.633173 -1.449780  -1.20
5 O 3.075751 0.006367 0.244473  -1.21
6 O -0.551581 1.255446 -0.046529  -0.61
7 O 0.335396 0.963584 -1.183512  -0.67

Cartesian forces, eV/Å:
-1.1 0.0 0.1
1.8 0.7 0.4
0.8 -1.6 0.9
-0.5 0.3 -0.2
-1.1 0.0 -0.8
-0.7 1.6 -1.3
0.8 -1.1 0.9

***

(3)
Below is a molecular structure, HgIO4P, with properties calculated with ωB97M-V with the def2-TZVPD basis set.

Spin multiplicity   2
<S²>   0.775
LUMO level (alpha / beta)   0.913 / 0.875 eV
HOMO energy (alpha / beta)   -5.352 / -4.750 eV
Net charge   -1
Total energy   -1093.51480 a.u.

Last column: Mulliken spin population.
Positions of all 7 atoms, in Å:
1 O 0.413647 1.937099 0.117121  0.02
2 Hg 0.731987 -1.762651 -0.859339  -0.04
3 O -1.136693 0.989689 1.836841  0.69
4 I 2.870687 -3.423601 -1.785179  -0.03
5 P -0.635863 1.036659 0.330961  -0.08
6 O -0.232033 -0.445011 0.487241  0.04
7 O -2.011733 1.667819 -0.127649  0.39

Cartesian forces, eV/Å:
5.9 3.2 -2.1
0.9 0.5 0.6
-0.5 0.5 0.5
-1.4 0.9 0.4
-7.2 2.0 3.7
1.0 -4.6 -2.6
1.4 -2.5 -0.5

***

(4)
Below is a molecular structure, I2O6V3, with properties calculated with ωB97M-V with the def2-TZVPD basis set.

LUMO level   -8.123 eV
HOMO energy   -11.079 eV
Net charge   +1
Relative energy (zero: lowest compared OMol25 entry of this formula, charge and spin)   0.0 kJ/mol
Total energy   -3878.36153 a.u.

Last column: Löwdin charge in e.
Positions of all 11 atoms, in Å:
1 I -3.465114 -26.863292 0.075110  0.15
2 V -2.947093 -28.590622 6.651541  1.14
3 I -0.476357 -28.656299 3.798038  0.16
4 O -3.285523 -29.683257 5.465698  -0.31
5 O -3.696204 -26.568133 3.433221  -0.50
6 O -4.250275 -28.571668 7.530757  -0.26
7 O -5.527680 -27.310825 4.825910  -0.26
8 V -3.052530 -27.852650 2.673137  0.20
9 O -7.079733 -27.831348 6.799293  -0.21
10 O -4.143544 -29.039140 2.916725  -0.45
11 V -7.150527 -27.492356 5.241130  1.33

Cartesian forces, eV/Å:
0.4 -0.8 1.6
-2.3 -3.9 -4.4
-1.5 0.6 0.3
1.0 3.3 4.2
1.4 -1.6 -0.4
1.7 0.4 -0.7
-6.1 -0.7 1.4
-2.8 0.3 -0.1
-0.7 0.8 -3.6
2.0 1.8 -0.4
6.9 -0.3 2.2

***

(5)
Below is I2OS in the gas phase, with properties calculated with ωB97M-V with the def2-TZVPD basis set.

LUMO level (alpha / beta)   -2.044 / -2.760 eV
HOMO energy (alpha / beta)   -9.020 / -9.477 eV
Relative energy (zero: lowest compared OMol25 entry of this formula, charge and spin)   91.1 kJ/mol
Total energy   -1068.75965 a.u.

Last column: natural (NBO) charge in e.
Positions of all 4 atoms, in Å:
1 I 0.593079 0.793304 0.116024  0.15
2 I 3.245362 -0.567889 0.094131  -0.19
3 S -1.551878 0.149363 -0.678195  0.81
4 O -2.286562 -0.374777 0.468040  -0.77

Cartesian forces, eV/Å:
0.2 0.5 0.0
0.4 -0.2 0.0
0.1 0.1 -0.4
-0.6 -0.3 0.4

***

(6)
Below is a molecular structure, IO2V, with properties calculated with ωB97M-V with the def2-TZVPD basis set.

Spin multiplicity   2
<S²>   0.766
LUMO level (alpha / beta)   -7.855 / -8.801 eV
HOMO energy (alpha / beta)   -16.158 / -15.795 eV
Net charge   +1
Relative energy (zero: lowest compared OMol25 entry of this formula, charge and spin)   67.7 kJ/mol
Total energy   -1391.78475 a.u.

Last column: Mulliken spin population.
Positions of all 4 atoms, in Å:
1 I 17.528195 -19.440069 32.221393  0.98
2 V 18.543095 -18.138062 29.777353  -0.18
3 O 19.031889 -17.327649 28.511675  0.03
4 O 19.959684 -18.676620 30.445368  0.17

Cartesian forces, eV/Å:
-0.1 0.3 -0.4
6.0 -0.6 0.3
-1.5 -1.2 2.0
-4.5 1.5 -1.9

***

(7)
Below is N2 in the gas phase, with properties calculated with ωB97M-V with the def2-TZVPD basis set.

LUMO level   -2.268 eV
HOMO energy   -12.347 eV
Structure (SMILES)   N#N
Relative energy (zero: lowest compared OMol25 entry of this formula, charge and spin)   768.3 kJ/mol
Total energy   -109.25996 a.u.

Last column: natural (NBO) charge in e.
Positions of all 2 atoms, in Å:
1 N 0.000000 0.000000 0.812744  0.00
2 N 0.000000 0.000000 -0.812744  0.00

Cartesian forces, eV/Å:
0.0 0.0 -16.6
0.0 0.0 16.6

***

(8)
Below is N2O2S in the gas phase, with properties calculated with ωB97M-V with the def2-TZVPD basis set.

LUMO level (alpha / beta)   -0.734 / -0.798 eV
HOMO energy (alpha / beta)   -8.173 / -8.233 eV
Relative energy (zero: lowest compared OMol25 entry of this formula, charge and spin)   498.1 kJ/mol
Total energy   -658.01926 a.u.

Last column: natural (NBO) charge in e.
Positions of all 5 atoms, in Å:
1 O -1.573535 0.927686 1.779245  -0.76
2 N 0.665922 -0.328557 -1.107867  0.43
3 N 0.957922 -0.031742 -2.159985  -0.02
4 O 0.466196 -0.671433 -0.008214  -0.37
5 S -0.371681 0.108819 1.786998  0.72

Cartesian forces, eV/Å:
-1.5 1.0 -0.1
1.6 0.9 -3.8
-0.9 -0.4 2.0
0.3 -1.4 -0.4
0.5 0.0 2.3